Entry 1:
Formula: C26H63AlFN6O6P2
Source: the OMol25 dataset
Level of theory: ωB97M-V/def2-TZVPD

Last column: Löwdin charge in e.
Atoms and positions in Å:
C  0.46  -6.74  -0.28  -0.021
C  0.27  -5.39  0.68  -0.276
O  -0.26  -5.52  1.91  -0.044
O  0.73  -4.10  0.11  -0.146
C  -0.41  -3.19  -0.02  -0.184
C  -1.51  -3.66  -1.19  -0.152
C  -0.72  -3.52  -2.62  -0.205
C  -1.70  -3.34  -3.93  -0.297
C  -2.98  -2.34  -3.72  -0.299
Al  -4.69  -3.54  -3.71  0.257
C  -4.52  -5.16  -2.46  -0.242
C  -5.71  -6.23  -2.92  -0.266
O  -7.05  -5.79  -2.47  -0.131
C  -7.49  -6.59  -1.30  -0.280
C  -7.78  -5.82  0.15  -0.030
O  -7.69  -7.92  -1.31  -0.063
C  -6.36  -2.42  -3.12  -0.234
C  -6.08  -1.75  -1.64  -0.325
C  -7.40  -1.88  -0.63  -0.099
F  -4.96  -2.43  -0.89  -0.175
H  0.49  -6.33  -1.39  0.077
H  -0.44  -7.48  -0.15  0.099
H  1.52  -7.23  -0.04  0.093
H  -1.00  -3.01  0.99  0.133
H  0.02  -2.16  -0.42  0.125
H  -2.43  -2.96  -1.05  0.103
H  -1.85  -4.79  -1.04  0.112
H  0.13  -2.69  -2.62  0.110
H  -0.14  -4.54  -2.78  0.096
H  -1.02  -2.85  -4.79  0.098
H  -2.10  -4.37  -4.36  0.082
H  -3.08  -1.62  -4.64  0.039
H  -2.92  -1.67  -2.75  0.045
H  -4.82  -4.10  -5.20  -0.066
H  -4.70  -4.94  -1.33  0.052
H  -3.43  -5.65  -2.53  0.057
H  -5.74  -6.32  -4.10  0.111
H  -5.40  -7.27  -2.47  0.116
H  -6.96  -4.99  0.25  0.078
H  -7.78  -6.59  1.06  0.097
H  -8.86  -5.32  0.08  0.092
H  -6.53  -1.55  -3.91  0.057
H  -7.31  -3.12  -3.13  0.054
H  -5.74  -0.65  -1.82  0.128
H  -8.18  -1.03  -0.90  0.086
H  -6.96  -1.72  0.46  0.075
H  -7.87  -2.96  -0.64  0.058
O  1.87  -0.60  -1.71  -0.322
P  3.35  -0.14  -1.68  0.779
N  3.52  -0.66  -0.07  -0.335
C  4.00  0.04  1.10  -0.147
C  3.35  -2.09  0.20  -0.118
N  2.87  1.52  -1.73  -0.348
C  2.72  2.35  -0.54  -0.142
C  1.74  1.81  -2.63  -0.149
N  5.05  0.39  -1.64  -0.295
C  6.14  -0.46  -1.20  -0.124
C  5.53  1.60  -2.28  -0.128
H  4.81  -0.52  1.59  0.076
H  3.19  0.16  1.83  0.088
H  4.42  1.02  0.90  0.051
H  4.20  -2.66  -0.18  0.062
H  2.44  -2.48  -0.27  0.053
H  3.26  -2.30  1.27  0.088
H  2.05  1.90  0.19  0.088
H  2.31  3.34  -0.79  0.081
H  3.69  2.57  -0.09  0.044
H  0.78  1.58  -2.15  0.083
H  1.82  1.23  -3.55  0.072
H  1.74  2.86  -2.93  0.070
H  6.53  -0.11  -0.24  0.089
H  6.98  -0.47  -1.91  0.077
H  5.84  -1.51  -1.09  0.070
H  5.63  2.40  -1.54  0.085
H  4.87  1.95  -3.08  0.082
H  6.51  1.47  -2.75  0.071
O  4.55  6.23  2.79  -0.332
P  3.01  6.26  2.78  0.767
N  2.98  7.54  3.90  -0.344
C  2.29  7.67  5.16  -0.146
C  3.59  8.80  3.49  -0.133
N  2.93  4.74  3.59  -0.345
C  2.80  4.60  5.04  -0.134
C  3.93  3.74  3.14  -0.147
N  1.23  6.30  2.77  -0.292
C  0.45  7.51  2.57  -0.122
C  0.39  5.11  2.70  -0.118
H  1.69  8.59  5.18  0.075
H  3.01  7.72  5.98  0.089
H  1.59  6.87  5.37  0.056
H  2.98  9.31  2.75  0.059
H  4.59  8.65  3.05  0.073
H  3.73  9.49  4.34  0.080
H  3.57  5.16  5.57  0.086
H  2.87  3.55  5.35  0.085
H  1.80  4.90  5.36  0.057
H  4.91  3.91  3.61  0.081
H  4.05  3.79  2.05  0.058
H  3.60  2.73  3.37  0.072
H  -0.04  7.81  3.50  0.090
H  -0.32  7.39  1.81  0.080
H  1.07  8.35  2.23  0.069
H  0.03  4.85  3.70  0.087
H  0.92  4.25  2.28  0.080
H  -0.49  5.25  2.07  0.077

For the calculated total energy, the calculation gives -77089.33188 eV. As for the total charge: -1. As for the HOMO energy: -0.1684 Eh. The value obtained for the max |F| is 8.696 eV/Å. Its LUMO energy is 0.3 eV.


Entry 2:
Formula: C26H63BF4N4O6
Source: the OMol25 dataset
Level of theory: ωB97M-V/def2-TZVPD

Last column: Löwdin charge in e.
Atoms and positions in Å:
C  61.04  44.41  87.72  -0.109
C  59.69  43.73  87.87  -0.207
C  59.14  43.24  86.45  -0.118
N  57.70  42.67  86.58  -0.324
C  56.73  43.69  86.90  -0.004
C  57.70  41.48  87.30  -0.137
C  56.48  40.66  86.73  -0.093
C  56.27  41.14  85.26  -0.114
C  57.29  42.25  85.17  -0.147
H  61.68  43.67  87.44  0.027
H  61.60  44.56  88.67  0.096
H  61.37  45.17  87.02  0.089
H  58.87  44.46  88.17  0.089
H  59.67  42.83  88.54  0.118
H  59.78  42.29  85.92  0.186
H  59.20  44.10  85.71  0.145
H  56.74  43.77  87.99  0.096
H  55.70  43.54  86.72  0.093
H  57.02  44.71  86.49  0.151
H  57.50  41.67  88.55  0.202
H  58.89  41.07  87.27  0.193
H  55.67  40.82  87.22  0.025
H  56.75  39.66  87.09  0.128
H  55.33  41.42  85.36  0.034
H  56.49  40.31  84.53  0.147
H  56.73  42.92  84.41  0.158
H  58.10  42.03  84.30  0.180
B  53.87  42.17  90.04  -1.265
F  54.97  41.55  90.41  0.220
F  53.01  41.21  89.39  0.086
F  53.13  42.70  91.15  0.084
F  54.08  43.22  89.13  0.119
C  49.90  42.89  93.25  -0.020
C  49.30  42.64  91.88  -0.244
N  48.80  42.49  90.84  0.120
H  49.73  43.78  93.53  -0.017
H  49.40  42.12  93.79  0.078
H  51.06  42.77  93.18  0.103
C  55.54  45.24  91.47  -0.063
C  56.73  45.62  90.70  -0.250
N  57.66  46.00  90.08  0.108
H  55.90  44.25  91.84  0.082
H  54.93  45.75  92.29  0.119
H  54.79  44.97  90.74  0.050
C  51.32  44.97  88.91  -0.015
C  52.12  46.32  89.08  -0.276
N  52.66  47.30  89.20  0.107
H  51.69  44.70  87.77  0.139
H  51.56  44.24  89.62  0.017
H  50.34  45.31  89.00  0.039
C  52.02  40.95  84.70  -0.072
C  52.53  41.50  86.06  -0.396
O  51.53  41.62  86.95  -0.028
H  51.34  40.10  84.73  0.067
H  52.95  40.76  84.14  0.047
H  51.41  41.83  84.03  0.136
H  53.09  42.56  86.12  0.147
H  53.21  40.80  86.43  0.068
H  52.00  41.68  87.73  0.007
C  55.41  36.85  88.72  -0.017
C  54.99  38.22  89.33  -0.379
O  53.75  38.53  88.88  -0.037
H  56.36  36.44  89.19  0.092
H  55.40  36.99  87.73  0.009
H  54.50  36.24  89.18  0.129
H  55.55  38.90  89.14  -0.009
H  55.12  38.21  90.27  0.046
H  53.43  39.41  89.24  0.084
C  57.79  39.44  91.58  -0.101
C  57.09  40.17  92.78  -0.274
O  55.62  40.31  92.54  -0.129
H  58.93  39.71  91.43  0.107
H  57.42  40.04  90.56  0.094
H  57.30  38.58  91.46  -0.004
H  57.55  41.24  92.85  0.110
H  57.47  39.68  93.81  0.141
H  55.46  40.98  91.83  0.038
C  53.12  42.89  95.97  -0.058
C  53.65  42.56  94.63  -0.292
O  53.59  43.58  93.61  -0.109
H  53.66  43.83  96.15  0.096
H  53.22  42.12  96.67  0.063
H  52.09  43.28  95.89  0.081
H  53.13  41.72  94.12  0.127
H  54.61  42.38  94.75  0.059
H  53.35  43.12  92.80  0.034
C  50.56  46.96  92.49  -0.130
C  51.74  46.10  92.80  -0.404
O  51.72  45.71  94.16  -0.107
H  50.78  47.98  92.88  0.064
H  49.64  46.67  93.23  0.116
H  50.22  47.18  91.37  0.100
H  52.55  46.82  92.47  0.104
H  51.98  45.20  92.09  0.120
H  52.33  44.90  94.16  0.061
C  50.84  38.51  91.28  -0.032
C  51.96  39.34  91.96  -0.258
O  51.36  40.58  92.10  -0.032
H  51.28  37.70  91.07  -0.018
H  50.76  38.84  90.28  0.078
H  49.99  38.30  91.87  0.081
H  52.94  39.37  91.51  0.095
H  52.22  38.80  92.88  0.117
H  51.62  41.16  91.55  -0.055

For the calculated total energy, the calculation gives -57765.79678 eV. As for the HOMO energy: -0.3405 Eh. The value obtained for the max |F| is 12.229 eV/Å. The calculation puts the energy above the lowest of the compared OMol25 structures with the same formula, charge and spin at 352.83 kJ/mol. Its LUMO energy is -0.5 eV.


no.,orbital gap (eV)
1,4.896
2,8.745